[1]
C31H39CuN3O | the ωB97M-V functional and the def2-TZVPD basis

The value obtained for the HOMO energy (alpha / beta) is 2.80 / 0.10 eV. As for the total charge: -2. As for the spin multiplicity: 2. The frontier orbital gap (alpha / beta) comes out at 1.73 / 4.43 eV. The calculated total energy is -83932.3826 eV. The LUMO energy (alpha / beta) comes out at 4.53 / 4.53 eV.

Structure (XYZ):
```
75
C31H39CuN3O, DFT the ωB97M-V functional and the def2-TZVPD basis
Cu -0.41 0.14 -0.17
N -0.46 -2.12 1.72
N -0.01 -2.59 -1.40
C 1.08 1.63 -0.41
C 2.01 0.58 -0.07
C 1.75 0.20 1.27
C 2.41 -0.90 2.00
H 3.31 -1.24 1.47
H 1.72 -1.75 2.10
H 2.71 -0.59 3.01
C 0.72 1.02 1.79
C 0.28 1.04 3.20
H 1.13 1.13 3.89
H -0.23 0.10 3.46
H -0.41 1.87 3.40
C 0.27 1.90 0.75
C -0.61 3.08 0.92
H -1.47 2.85 1.55
H -0.98 3.42 -0.06
H -0.08 3.93 1.38
C 3.03 -0.02 -0.96
H 3.96 -0.23 -0.41
H 3.28 0.65 -1.80
H 2.68 -0.97 -1.38
C 1.10 2.48 -1.63
H 0.11 2.47 -2.10
H 1.81 2.09 -2.37
H 1.37 3.52 -1.42
C -1.21 -2.17 2.83
H -0.85 -1.61 3.69
C -2.40 -2.91 2.91
H -3.01 -2.81 3.81
C -2.75 -3.77 1.86
H -3.67 -4.35 1.88
C -1.86 -3.88 0.81
H -1.99 -4.56 -0.03
C -0.68 -3.07 0.81
C 0.27 -3.21 -0.23
H 1.28 -3.59 -0.07
C -0.41 -1.24 -1.54
C 0.00 -3.24 -2.64
H 0.23 -4.29 -2.73
C -0.33 -2.33 -3.55
H -0.41 -2.41 -4.61
N -0.46 -1.10 -2.90
C -0.44 0.12 -3.64
C 0.64 0.33 -4.52
C 0.63 1.46 -5.34
H 1.47 1.62 -6.02
C -0.42 2.38 -5.31
C -0.43 3.57 -6.22
H -0.46 4.51 -5.66
H -1.30 3.56 -6.88
H 0.47 3.58 -6.85
C -1.47 2.17 -4.40
H -2.28 2.89 -4.35
C -1.49 1.04 -3.56
C -2.67 0.81 -2.67
H -3.27 -0.05 -2.98
H -3.31 1.70 -2.68
H -2.37 0.63 -1.62
C 1.82 -0.58 -4.58
H 1.57 -1.60 -4.87
H 2.37 -0.61 -3.62
H 2.51 -0.19 -5.33
C -4.51 0.95 0.55
C -3.29 0.50 1.28
C -3.35 0.56 2.77
O -2.28 0.09 0.67
H -5.37 0.98 1.23
H -4.73 0.27 -0.28
H -4.35 1.97 0.15
H -4.23 -0.01 3.12
H -2.45 0.15 3.22
H -3.49 1.61 3.09
```



[2]
C31H39F4N5OPbS2Si | the ωB97M-V functional and the def2-TZVPD basis

The value obtained for the HOMO energy is -7.15 eV. As for the total charge: 0. As for the spin multiplicity: 1. The frontier orbital gap comes out at 7.51 eV. The calculated total energy is -87944.5903 eV. The LUMO energy comes out at 0.35 eV.

Structure (XYZ):
```
84
C31H39F4N5OPbS2Si, DFT the ωB97M-V functional and the def2-TZVPD basis
Pb 1.30 0.06 0.73
C 1.02 -2.55 3.18
N 1.59 -1.24 3.10
C 1.11 -0.38 4.18
C 3.04 -1.19 2.87
C 3.63 -2.04 1.71
N 2.79 -1.97 0.51
C 2.96 -3.06 -0.29
C 1.85 -3.54 -0.96
F 0.60 -3.00 -0.83
C 1.88 -4.75 -1.67
F 0.69 -5.14 -2.20
C 2.98 -5.57 -1.76
C 4.10 -5.04 -1.14
F 5.31 -5.66 -1.24
C 4.10 -3.87 -0.44
F 5.26 -3.51 0.17
H 1.39 -3.11 4.07
H 1.30 -3.16 2.25
H -0.08 -2.51 3.26
H 1.52 -0.65 5.16
H 0.03 -0.43 4.13
H 1.45 0.64 4.03
H 3.58 -1.41 3.75
H 3.20 -0.07 2.66
H 3.68 -3.07 2.14
H 4.73 -1.69 1.64
H 3.07 -6.47 -2.26
C -0.69 -0.95 -4.85
Si -0.49 0.87 -4.64
C -1.58 1.71 -5.91
C 1.34 1.41 -4.83
C -1.12 1.64 -3.05
C -1.90 2.79 -2.97
C -2.03 3.50 -1.77
C -1.42 2.96 -0.65
N -0.68 1.84 -0.61
C -0.49 1.24 -1.82
S 0.56 -0.13 -1.82
H -0.38 -1.17 -5.87
H -1.68 -1.30 -4.79
H 0.01 -1.54 -4.18
H -1.51 1.30 -6.93
H -1.41 2.78 -6.10
H -2.58 1.60 -5.58
H 1.71 1.11 -5.86
H 1.98 0.99 -4.05
H 1.45 2.51 -4.83
H -2.38 3.14 -3.86
H -2.63 4.45 -1.70
H -1.40 3.60 0.26
S -1.32 3.27 5.06
C -1.32 2.77 3.40
N -0.24 2.93 2.71
C 0.72 3.57 3.52
C 1.97 3.97 3.10
C 2.85 4.59 4.00
C 2.45 4.75 5.32
C 1.20 4.33 5.75
C 0.30 3.80 4.87
H -2.22 2.32 2.98
H 2.30 3.88 2.07
H 3.82 4.98 3.67
H 3.07 5.30 6.02
H 0.94 4.51 6.84
O -0.98 -0.62 1.30
C -2.04 -0.89 0.67
C -3.37 -0.19 0.98
C -4.00 0.59 -0.18
C -4.75 -0.25 -1.26
C -3.79 -1.18 -2.03
C -3.19 -2.26 -1.04
N -2.05 -1.80 -0.29
H -3.12 0.49 1.76
H -4.14 -0.87 1.39
H -3.21 1.20 -0.68
H -4.67 1.32 0.32
H -5.14 0.49 -1.94
H -5.54 -0.80 -0.72
H -2.97 -0.58 -2.45
H -4.33 -1.69 -2.87
H -2.85 -3.11 -1.68
H -3.98 -2.65 -0.34
H -1.16 -2.14 -0.60
```



[3]
C31H39N5NiO2P2 | the ωB97M-V functional and the def2-TZVPD basis

The value obtained for the HOMO energy (alpha / beta) is -8.34 / -8.37 eV. As for the total charge: 0. As for the spin multiplicity: 3. The frontier orbital gap (alpha / beta) comes out at 7.80 / 6.54 eV. The calculated total energy is -103941.1665 eV. The LUMO energy (alpha / beta) comes out at -0.54 / -1.83 eV.

Structure (XYZ):
```
80
C31H39N5NiO2P2, DFT the ωB97M-V functional and the def2-TZVPD basis
Ni -0.83 -1.75 0.54
C -0.66 3.58 3.23
C -0.89 3.02 2.04
C 0.10 2.32 1.14
C 1.45 1.89 1.77
C 2.60 2.82 1.67
C 2.67 4.07 2.15
C 1.60 4.78 2.93
C 0.67 3.93 3.83
C 0.53 -3.17 0.83
H -1.52 3.85 3.86
H -1.91 3.00 1.64
H 0.27 2.96 0.26
H -0.38 1.39 0.76
H 1.27 1.57 2.80
H 1.74 0.97 1.23
H 3.47 2.38 1.16
H 3.57 4.67 1.99
H 0.99 5.42 2.28
H 2.12 5.49 3.60
H 1.19 3.05 4.21
H 0.42 4.53 4.72
H 1.30 -2.73 1.47
H 0.94 -3.76 0.01
H -0.15 -3.80 1.42
P 1.56 -1.49 -0.87
P -2.22 -0.74 -0.65
N 2.82 -0.32 -1.21
N 2.12 -2.63 -2.15
N -2.17 0.89 -1.27
N -3.63 -1.16 -1.60
C 0.30 -0.73 -1.92
C -0.98 -1.55 -1.79
C 4.02 -0.21 -0.50
C 4.87 0.65 -1.18
C 4.20 1.05 -2.38
C 2.95 0.45 -2.37
C 2.67 -3.89 -1.91
C 3.06 -4.45 -3.13
C 2.75 -3.50 -4.15
C 2.17 -2.40 -3.53
C -2.72 2.02 -0.66
C -2.57 3.10 -1.52
C -1.87 2.64 -2.68
C -1.71 1.27 -2.53
C -4.18 -0.45 -2.69
C -4.95 -1.32 -3.44
C -4.89 -2.60 -2.80
C -4.06 -2.49 -1.70
H 0.58 -0.69 -2.97
H 0.19 0.32 -1.58
H -1.42 -1.78 -2.76
H -0.78 -2.54 -1.33
H 4.14 -0.75 0.43
H 5.86 0.97 -0.87
H 4.56 1.71 -3.16
H 2.15 0.51 -3.09
H 2.71 -4.29 -0.91
H 3.52 -5.42 -3.27
H 2.92 -3.59 -5.22
H 1.77 -1.51 -3.99
H -3.19 1.95 0.31
H -2.92 4.11 -1.35
H -1.53 3.22 -3.52
H -1.30 0.55 -3.22
H -3.97 0.60 -2.85
H -5.47 -1.03 -4.34
H -5.40 -3.50 -3.12
H -3.72 -3.22 -0.98
O 0.52 -0.32 3.27
C -0.56 -0.89 3.42
C -1.23 -1.03 4.78
C -2.24 -2.13 4.58
C -2.07 -2.54 3.13
O -2.47 -3.59 2.65
N -1.28 -1.60 2.46
H -0.46 -1.29 5.52
H -1.71 -0.08 5.07
H -2.00 -2.98 5.23
H -3.26 -1.79 4.78
```



[4]
C31H39N5O2P2Pt | the ωB97M-V functional and the def2-TZVPD basis

The value obtained for the HOMO energy (alpha / beta) is -8.43 / -12.10 eV. As for the total charge: +2. As for the spin multiplicity: 5. The frontier orbital gap (alpha / beta) comes out at 3.31 / 3.35 eV. The calculated total energy is -66127.3753 eV. The LUMO energy (alpha / beta) comes out at -5.12 / -8.75 eV.

Structure (XYZ):
```
80
C31H39N5O2P2Pt, DFT the ωB97M-V functional and the def2-TZVPD basis
Pt -4.38 1.60 0.31
C -4.20 0.21 2.12
C -3.01 0.92 1.87
C -1.75 0.33 1.24
C -1.66 0.41 -0.29
C -2.99 0.55 -1.00
C -4.09 -0.31 -0.74
C -4.08 -1.48 0.21
C -4.57 -1.15 1.64
C -5.29 2.35 -1.35
H -4.77 0.54 2.99
H -2.82 1.78 2.53
H -1.56 -0.70 1.58
H -0.92 0.93 1.64
H -1.07 1.30 -0.55
H -1.10 -0.45 -0.69
H -2.96 1.04 -1.98
H -4.86 -0.33 -1.52
H -3.10 -1.98 0.24
H -4.80 -2.21 -0.19
H -5.67 -1.20 1.65
H -4.20 -1.91 2.34
H -6.36 2.46 -1.13
H -5.14 1.70 -2.22
H -4.83 3.34 -1.49
P 3.05 -0.66 -2.34
P 3.33 0.06 0.73
N 2.39 -2.02 -3.23
N 4.11 -0.20 -3.70
N 2.76 -1.28 1.73
N 4.26 0.79 2.03
C 4.31 -1.61 -1.35
C 4.75 -0.84 -0.09
C 1.03 -2.37 -3.25
C 0.90 -3.58 -3.93
C 2.21 -4.00 -4.32
C 3.10 -3.05 -3.86
C 4.03 1.08 -4.28
C 5.14 1.26 -5.10
C 5.93 0.06 -5.03
C 5.28 -0.80 -4.16
C 1.40 -1.51 1.94
C 1.24 -2.76 2.52
C 2.54 -3.32 2.68
C 3.45 -2.40 2.18
C 5.06 0.17 3.00
C 5.81 1.14 3.65
C 5.50 2.41 3.04
C 4.56 2.16 2.04
H 5.20 -1.85 -1.94
H 3.85 -2.56 -1.06
H 5.27 -1.54 0.59
H 5.47 -0.05 -0.35
H 0.30 -1.72 -2.79
H -0.02 -4.12 -4.11
H 2.50 -4.89 -4.86
H 4.18 -3.02 -3.94
H 3.20 1.73 -4.05
H 5.39 2.15 -5.65
H 6.88 -0.14 -5.50
H 5.59 -1.79 -3.84
H 0.68 -0.76 1.64
H 0.30 -3.23 2.77
H 2.80 -4.30 3.06
H 4.53 -2.47 2.13
H 5.03 -0.89 3.18
H 6.50 0.95 4.45
H 5.92 3.36 3.30
H 4.07 2.82 1.34
O -7.38 0.90 1.56
C -6.93 1.99 1.89
C -7.62 3.03 2.77
C -6.61 4.15 2.94
C -5.36 3.69 2.20
O -4.26 4.24 2.17
N -5.68 2.50 1.56
H -8.53 3.36 2.25
H -7.91 2.58 3.72
H -6.96 5.08 2.49
H -6.37 4.33 3.99
```



[5]
C31H39N5O2P2Sn | the ωB97M-V functional and the def2-TZVPD basis

The value obtained for the HOMO energy is -7.16 eV. As for the total charge: 0. As for the spin multiplicity: 1. The frontier orbital gap comes out at 5.71 eV. The calculated total energy is -68727.3964 eV. The LUMO energy comes out at -1.45 eV.

Structure (XYZ):
```
80
C31H39N5O2P2Sn, DFT the ωB97M-V functional and the def2-TZVPD basis
Sn 0.81 -2.12 0.74
C -1.07 -3.59 -3.03
C -1.15 -2.32 -3.46
C -2.32 -1.40 -3.34
C -3.19 -1.65 -2.08
C -2.48 -1.83 -0.81
C -1.71 -2.85 -0.34
C -1.85 -4.25 -0.81
C -2.11 -4.38 -2.31
C 1.54 -1.36 2.97
H -0.21 -4.21 -3.36
H -0.32 -1.94 -4.08
H -2.94 -1.52 -4.24
H -1.98 -0.35 -3.38
H -3.80 -0.74 -1.97
H -3.90 -2.46 -2.28
H -2.91 -1.13 -0.06
H -1.32 -2.83 0.73
H -2.63 -4.73 -0.23
H -0.92 -4.78 -0.58
H -1.99 -5.42 -2.63
H -3.14 -4.11 -2.56
H 2.65 -1.50 3.00
H 1.10 -2.05 3.71
H 1.38 -0.35 3.38
P -0.83 0.70 1.60
P 1.43 1.58 -1.01
N -2.14 -0.47 2.30
N -1.61 2.03 2.42
N 1.79 -0.02 -1.55
N 2.23 2.47 -2.21
C -1.28 0.95 -0.17
C -0.42 1.82 -1.13
C -1.84 -1.58 3.10
C -3.01 -2.30 3.36
C -4.08 -1.61 2.70
C -3.52 -0.49 2.06
C -1.42 2.24 3.79
C -1.87 3.52 4.10
C -2.33 4.12 2.88
C -2.14 3.20 1.87
C 3.02 -0.64 -1.20
C 2.87 -1.98 -1.35
C 1.52 -2.26 -1.80
C 0.85 -1.02 -1.80
C 2.86 2.00 -3.38
C 3.65 3.01 -3.90
C 3.55 4.15 -3.00
C 2.69 3.80 -1.97
H -2.33 1.25 -0.25
H -1.25 -0.07 -0.57
H -0.67 1.65 -2.20
H -0.61 2.89 -0.93
H -0.84 -1.73 3.46
H -3.06 -3.19 3.97
H -5.12 -1.91 2.71
H -4.01 0.26 1.45
H -0.99 1.46 4.39
H -1.87 3.96 5.09
H -2.72 5.12 2.77
H -2.36 3.25 0.81
H 3.87 0.00 -1.03
H 3.67 -2.72 -1.23
H 1.09 -3.21 -2.08
H -0.12 -0.72 -2.20
H 2.66 1.01 -3.72
H 4.23 2.97 -4.82
H 4.07 5.09 -3.11
H 2.36 4.31 -1.10
O 4.32 -0.51 1.46
C 3.76 0.58 1.52
C 4.48 1.86 1.90
C 3.38 2.86 2.06
C 2.14 2.05 1.64
O 1.03 2.62 1.61
N 2.40 0.76 1.25
H 5.05 1.70 2.82
H 5.18 2.15 1.10
H 3.27 3.19 3.12
H 3.49 3.76 1.42
```



[6]
C31H39N5RuS | the ωB97M-V functional and the def2-TZVPD basis

The value obtained for the HOMO energy (alpha / beta) is 0.38 / -3.65 eV. As for the total charge: -1. As for the spin multiplicity: 6. The frontier orbital gap (alpha / beta) comes out at 1.76 / 5.76 eV. The calculated total energy is -53641.6024 eV. The LUMO energy (alpha / beta) comes out at 2.13 / 2.11 eV.

Structure (XYZ):
```
77
C31H39N5RuS, DFT the ωB97M-V functional and the def2-TZVPD basis
Ru -1.17 -0.41 -0.57
N -0.87 3.92 1.90
N -0.54 2.12 -0.46
C -1.69 -2.41 -1.25
C -2.43 -2.10 -0.05
C -1.48 -1.85 1.00
C -1.76 -1.42 2.40
H -2.84 -1.36 2.58
H -1.32 -0.44 2.58
H -1.32 -2.12 3.12
C -0.16 -2.01 0.46
C 1.11 -1.83 1.22
H 1.12 -2.45 2.12
H 1.20 -0.78 1.55
H 1.97 -2.08 0.60
C -0.29 -2.37 -0.93
C 0.83 -2.63 -1.88
H 1.72 -2.97 -1.34
H 1.10 -1.72 -2.42
H 0.55 -3.39 -2.62
C -3.91 -1.97 0.04
H -4.25 -2.13 1.07
H -4.40 -2.69 -0.62
H -4.23 -0.96 -0.27
C -2.25 -2.71 -2.60
H -2.01 -1.90 -3.31
H -3.34 -2.80 -2.55
H -1.82 -3.63 -3.00
C -0.74 4.49 3.09
H -0.17 5.42 3.14
C -1.29 3.94 4.26
H -1.16 4.46 5.20
C -2.02 2.75 4.15
H -2.52 2.32 5.01
C -2.11 2.13 2.91
H -2.70 1.22 2.76
C -1.41 2.66 1.78
C -1.37 1.74 0.59
H -2.38 1.44 0.24
C -0.37 1.11 -1.39
C 0.43 3.11 -0.64
H 0.48 3.93 0.05
C 1.14 2.75 -1.74
H 1.94 3.24 -2.24
N 0.62 1.53 -2.23
C 1.08 0.74 -3.32
C 0.12 0.19 -4.19
C 0.55 -0.67 -5.20
H -0.19 -1.11 -5.88
C 1.90 -0.99 -5.35
C 2.36 -1.94 -6.43
H 2.74 -2.87 -5.99
H 3.17 -1.50 -7.02
H 1.53 -2.18 -7.10
C 2.84 -0.41 -4.49
H 3.90 -0.64 -4.61
C 2.45 0.45 -3.46
C 3.47 0.99 -2.52
H 3.61 2.07 -2.62
H 4.43 0.52 -2.75
H 3.24 0.76 -1.46
C -1.32 0.57 -4.10
H -1.49 1.64 -4.28
H -1.77 0.33 -3.12
H -1.89 0.01 -4.86
S 0.92 1.39 2.80
C 1.10 0.71 4.35
N 0.14 0.20 5.16
C 0.65 -0.23 6.45
C 2.14 0.06 6.35
N 2.27 0.61 5.01
H -0.84 0.20 4.92
H 0.46 -1.30 6.61
H 0.18 0.34 7.26
H 2.74 -0.85 6.45
H 2.47 0.79 7.10
H 3.13 0.97 4.62
```